(1)
Formula: C4H10O
Source: OMol25
Level of theory: the ωB97M-V functional and the def2-TZVPD basis

Computed properties:
**HOMO-LUMO gap (spin up / spin down)**: 5.7 / 2.6 eV
**Relative energy (zero: lowest compared OMol25 entry of this formula, charge and spin)**: 334.7 kJ/mol
**Spin multiplicity**: 2
**Charge**: +1
**DFT total energy**: -233.16913 a.u.
**LUMO energy (spin up / spin down)**: -0.2393 / -0.3520 Ha
**F_max**: 0.0838 hartree/bohr

XYZ file:
```
15
Properties=species:S:1:pos:R:3:forces:R:3
H -6.054 1.653 0.823 -0.73 -0.77 0.52
H -5.453 -0.040 1.324 -0.79 -0.40 0.68
H -4.111 0.383 -0.573 0.61 -1.09 -1.06
H 2.337 1.063 1.082 1.01 0.42 0.13
H -6.306 0.233 -0.315 0.16 0.14 0.99
C -5.745 0.639 0.555 3.00 1.95 -2.41
C 3.432 0.143 -0.490 -1.16 -3.16 0.29
H 3.285 -0.436 1.687 0.82 1.95 -1.76
C 4.084 -1.191 -0.797 0.96 2.99 -2.05
C 3.195 0.404 0.858 -2.49 -1.37 2.58
H 5.155 -1.191 -0.678 0.76 0.27 1.29
H 4.148 -1.171 -1.851 -0.69 -0.76 -1.55
H 2.637 0.574 -1.170 1.70 0.08 0.24
O -4.338 1.076 0.011 -2.24 0.16 1.28
H 3.734 -2.141 -0.465 -0.92 -0.39 0.84
```
Forces are in eV/Å.

***

(2)
Formula: C4H10O2
Source: OMol25
Level of theory: the ωB97M-V functional and the def2-TZVPD basis

Computed properties:
**HOMO-LUMO gap**: 10.8 eV
**Relative energy (zero: lowest compared OMol25 entry of this formula, charge and spin)**: 203.2 kJ/mol
**DFT total energy**: -308.82075 a.u.
**LUMO energy**: 0.0225 Ha
**F_max**: 0.1020 hartree/bohr

XYZ file:
```
16
Properties=species:S:1:pos:R:3:forces:R:3
H -0.500 0.403 -2.387 -0.46 -0.55 1.11
O -0.621 1.237 1.560 -0.23 -0.19 -1.27
C -0.366 0.494 -1.283 1.20 3.22 -0.56
H -0.653 -2.694 -0.113 -1.81 -0.23 0.41
C -0.961 -0.373 -0.237 -2.15 -2.01 -0.37
H 1.530 1.858 0.783 -0.14 -0.10 0.56
C -0.383 -1.740 -0.523 1.56 -1.33 -1.02
C -0.559 0.119 1.090 0.52 0.07 3.50
H 2.182 1.453 2.110 -1.23 -2.15 3.94
H -2.173 -0.416 -0.215 2.72 0.27 -0.30
H 0.736 0.673 -1.138 -0.69 -0.97 -0.05
O 2.317 1.863 1.332 1.43 2.35 -4.47
H -0.158 -0.636 1.853 -0.35 0.04 -1.12
H -0.372 -1.805 -1.623 -0.12 -0.56 0.44
H -0.689 1.476 -0.968 -0.45 0.81 -0.64
H 0.671 -1.909 -0.240 0.19 1.32 -0.15
```
Forces are in eV/Å.

***

(3)
Formula: C4H10O2
Source: OMol25
Level of theory: the ωB97M-V functional and the def2-TZVPD basis

Computed properties:
**HOMO-LUMO gap**: 10.9 eV
**Relative energy (zero: lowest compared OMol25 entry of this formula, charge and spin)**: 73.7 kJ/mol
**DFT total energy**: -308.87008 a.u.
**LUMO energy**: 0.0311 Ha
**F_max**: 0.0160 hartree/bohr

XYZ file:
```
16
Properties=species:S:1:pos:R:3:forces:R:3
H -1.070 1.996 -0.249 0.11 -0.73 -0.37
H -0.352 -0.448 -1.531 -0.08 0.70 0.04
H 0.325 -1.454 0.697 0.00 0.17 0.38
H -2.217 -1.339 -0.090 0.44 0.24 -0.10
H 2.711 -0.690 0.571 -0.18 0.05 -0.10
O 0.478 0.472 1.499 0.25 -0.33 0.19
H 2.243 0.585 -0.568 -0.14 -0.13 0.07
C 0.570 -0.427 0.407 0.01 0.15 -0.19
H 0.340 1.298 0.997 0.27 0.01 0.65
H -2.629 0.255 -0.716 -0.15 -0.02 0.15
H -2.030 0.069 0.966 -0.11 0.01 -0.12
C -1.931 -0.278 -0.067 -0.02 0.19 0.02
H 2.060 -1.124 -1.022 -0.03 0.09 0.10
C 1.978 -0.410 -0.193 -0.02 -0.03 -0.06
C -0.524 0.045 -0.558 -0.07 -0.36 -0.06
O -0.341 1.484 -0.645 -0.28 -0.01 -0.60
```
Forces are in eV/Å.

***

(4)
Formula: C4H10O2
Source: OMol25
Level of theory: the ωB97M-V functional and the def2-TZVPD basis

Computed properties:
**HOMO-LUMO gap**: 10.9 eV
**Relative energy (zero: lowest compared OMol25 entry of this formula, charge and spin)**: 78.1 kJ/mol
**DFT total energy**: -308.86841 a.u.
**LUMO energy**: 0.0322 Ha
**F_max**: 0.0427 hartree/bohr

XYZ file:
```
16
Properties=species:S:1:pos:R:3:forces:R:3
C 0.522 -0.648 -0.225 1.08 -1.31 -1.39
O -0.225 0.938 -1.851 -0.30 0.00 -0.46
H -1.110 1.760 -0.433 -0.12 0.08 0.27
H 1.294 -0.935 1.773 0.09 0.06 -0.11
H -1.459 -0.415 0.597 0.00 0.25 0.10
H 2.281 0.148 0.759 -0.03 -0.05 0.14
H -0.816 -2.030 0.662 -0.02 -0.31 0.16
H 0.740 0.712 1.436 0.00 -0.11 -0.12
C 1.260 -0.152 1.012 0.18 0.00 0.02
H 1.144 -1.434 -0.803 -0.68 0.03 1.54
H -2.313 1.852 0.500 0.10 0.12 0.06
C 0.664 0.289 -1.356 -0.41 1.59 0.21
C -0.877 -1.142 0.047 -0.09 -0.16 0.04
H 1.683 0.439 -1.740 0.30 -0.20 -0.03
O -1.362 2.010 0.476 -0.16 0.01 -0.23
H -1.428 -1.392 -0.854 0.06 -0.01 -0.20
```
Forces are in eV/Å.

***

(5)
Formula: C4H10O2
Source: OMol25
Level of theory: the ωB97M-V functional and the def2-TZVPD basis

Computed properties:
**HOMO-LUMO gap**: 11.1 eV
**Relative energy (zero: lowest compared OMol25 entry of this formula, charge and spin)**: 102.8 kJ/mol
**DFT total energy**: -308.85901 a.u.
**LUMO energy**: 0.0372 Ha
**F_max**: 0.0131 hartree/bohr

XYZ file:
```
16
Properties=species:S:1:pos:R:3:forces:R:3
O -0.478 -0.584 0.680 -0.25 -0.24 0.24
C 0.230 0.219 -0.244 0.31 0.46 -0.38
H -0.091 1.453 -2.005 -0.20 -0.20 0.28
C -0.685 0.972 -1.210 0.03 0.00 -0.02
C -0.777 -1.901 0.265 -0.10 -0.21 -0.07
H 0.104 -2.411 -0.158 -0.14 0.21 0.05
H 1.103 -0.229 1.858 -0.05 -0.22 0.28
C 1.059 1.176 0.618 -0.24 0.03 -0.16
H -1.238 1.760 -0.674 0.09 -0.34 -0.17
H -1.101 -2.465 1.148 0.06 0.22 -0.16
H 1.782 1.711 -0.007 -0.06 -0.11 0.11
O 1.749 0.433 1.595 0.28 0.29 -0.07
H 0.942 -0.419 -0.794 -0.18 0.03 0.01
H 0.393 1.926 1.081 0.10 -0.19 -0.08
H -1.400 0.284 -1.682 0.17 0.24 0.10
H -1.593 -1.924 -0.471 0.16 0.04 0.05
```
Forces are in eV/Å.

***

(6)
Formula: C4H10O2
Source: OMol25
Level of theory: the ωB97M-V functional and the def2-TZVPD basis

Computed properties:
**HOMO-LUMO gap**: 10.0 eV
**Relative energy (zero: lowest compared OMol25 entry of this formula, charge and spin)**: 282.2 kJ/mol
**DFT total energy**: -308.79068 a.u.
**LUMO energy**: 0.0218 Ha
**F_max**: 0.0811 hartree/bohr

XYZ file:
```
16
Properties=species:S:1:pos:R:3:forces:R:3
H -0.472 -0.282 -2.494 0.87 -0.12 1.08
C 1.634 -1.401 3.172 -0.90 0.71 -2.69
O -2.095 1.500 -0.944 -2.41 -0.07 1.54
C -1.212 0.341 -2.928 -2.31 -1.56 -3.10
H 3.487 -0.640 2.810 0.35 -0.03 -1.02
C -1.724 1.597 -2.235 1.94 1.81 -3.07
H -0.874 2.384 -2.267 -1.23 -0.82 -0.53
H 3.305 -2.559 2.845 -0.22 1.45 -0.60
H -2.607 1.958 -2.880 1.28 -0.24 1.25
H -2.123 -0.400 -3.105 1.68 1.43 0.39
H -0.806 0.521 -4.012 -0.85 0.15 1.97
H -1.461 1.078 -0.397 1.05 -0.58 0.49
H 0.139 -0.100 3.513 0.35 -0.39 -0.05
C 2.878 -1.526 2.671 -0.33 -1.09 3.02
H 1.002 -2.282 3.290 -0.05 0.23 0.44
O 0.928 -0.189 2.960 0.80 -0.87 0.88
```
Forces are in eV/Å.

***

(7)
Formula: C4H10O2
Source: OMol25
Level of theory: the ωB97M-V functional and the def2-TZVPD basis

Computed properties:
**HOMO-LUMO gap**: 10.5 eV
**Relative energy (zero: lowest compared OMol25 entry of this formula, charge and spin)**: 150.6 kJ/mol
**DFT total energy**: -308.84079 a.u.
**LUMO energy**: 0.0311 Ha
**F_max**: 0.0661 hartree/bohr

XYZ file:
```
16
Properties=species:S:1:pos:R:3:forces:R:3
H 0.925 -0.457 -3.031 -0.20 0.33 0.40
C 0.781 -1.903 0.215 -0.51 -0.29 -2.26
H -0.640 -0.400 -2.211 0.81 -0.75 0.15
H 0.157 -1.920 -2.821 -0.01 0.11 1.30
H 0.527 -2.970 -0.186 0.79 1.87 1.02
H 2.218 -0.982 -1.184 -0.58 -0.35 -0.17
C 0.331 -0.972 -2.257 -0.64 0.62 -1.82
O 1.642 1.523 -0.833 -0.55 -2.13 0.65
O -3.762 1.548 3.445 0.42 -1.80 1.95
H 1.615 -1.814 0.913 -0.23 -0.64 0.11
H -3.625 1.899 4.340 -0.05 -0.28 -0.36
H 0.232 0.786 0.257 -1.31 -0.20 1.43
H -0.113 -1.476 0.659 -0.23 -0.34 0.38
C 1.015 0.551 -0.411 1.58 0.90 -2.87
C 1.130 -0.931 -0.974 1.06 0.87 1.70
H -3.881 2.299 2.930 -0.36 2.08 -1.60
```
Forces are in eV/Å.

***

(8)
Formula: C4H10O2
Source: OMol25
Level of theory: the ωB97M-V functional and the def2-TZVPD basis

Computed properties:
**HOMO-LUMO gap**: 3.8 eV
**Relative energy (zero: lowest compared OMol25 entry of this formula, charge and spin)**: 723.3 kJ/mol
**DFT total energy**: -308.62265 a.u.
**LUMO energy**: -0.1346 Ha
**F_max**: 0.0786 hartree/bohr

XYZ file:
```
16
Properties=species:S:1:pos:R:3:forces:R:3
C -0.837 -0.870 0.023 2.40 -0.06 -1.60
H -0.478 -1.488 0.817 0.11 -0.42 0.76
O -3.377 -0.158 0.259 0.25 0.51 0.35
H 1.866 -1.178 0.079 -0.15 1.01 0.47
H -0.639 1.184 -0.726 0.11 -0.75 1.01
O 2.174 0.071 -1.528 -0.67 -0.17 2.25
H 1.303 1.411 1.420 0.38 0.19 -0.10
C -0.389 0.592 0.229 1.49 0.81 -1.34
C 2.088 -0.084 -0.020 3.17 -1.27 -2.16
C 1.094 0.809 0.544 -3.62 -1.68 0.64
H 1.764 0.928 -1.551 -0.18 0.84 -1.32
H 3.172 0.064 0.284 -1.52 0.04 0.27
H -4.331 -0.156 0.143 -0.08 -0.19 -0.19
H -1.910 -0.810 -0.027 -1.42 0.03 0.09
H -0.440 -1.284 -0.919 -0.17 0.12 0.27
H -1.061 0.970 0.975 -0.09 0.97 0.60
```
Forces are in eV/Å.

***

(9)
Formula: C4H10O2
Source: OMol25
Level of theory: the ωB97M-V functional and the def2-TZVPD basis

Computed properties:
**HOMO-LUMO gap**: 10.8 eV
**Relative energy (zero: lowest compared OMol25 entry of this formula, charge and spin)**: 246.8 kJ/mol
**DFT total energy**: -308.80417 a.u.
**LUMO energy**: 0.0302 Ha
**F_max**: 0.0474 hartree/bohr

XYZ file:
```
16
Properties=species:S:1:pos:R:3:forces:R:3
H 0.181 2.280 -0.398 0.31 0.15 0.40
C -0.338 0.447 0.524 -0.72 1.27 0.85
C 0.113 -1.562 -0.866 -0.12 -0.40 -1.00
H 1.325 1.004 -0.854 -0.62 -0.27 -0.30
H -1.506 0.863 -0.958 1.26 0.09 -2.08
H -0.432 -0.118 2.511 0.24 -0.07 0.12
C 0.342 0.210 1.818 0.06 0.03 0.29
H 1.189 -0.476 1.820 -0.07 0.10 -0.24
H 1.115 -1.691 -0.418 -0.43 0.76 -0.18
O -1.567 0.385 0.485 0.38 -0.17 0.20
C 0.264 1.220 -0.652 -0.18 0.25 0.27
H 0.195 -1.980 -1.852 0.26 -1.20 -0.57
H -0.585 -2.183 -0.294 -0.08 0.41 -0.19
O -0.682 0.984 -1.662 -1.29 0.81 0.78
H -0.304 -0.585 -1.328 0.85 -1.64 1.48
H 0.690 1.203 2.123 0.16 -0.11 0.18
```
Forces are in eV/Å.

***

(10)
Formula: C4H10O2
Source: OMol25
Level of theory: the ωB97M-V functional and the def2-TZVPD basis

Computed properties:
**HOMO-LUMO gap**: 10.1 eV
**Relative energy (zero: lowest compared OMol25 entry of this formula, charge and spin)**: 184.1 kJ/mol
**DFT total energy**: -308.82804 a.u.
**LUMO energy**: 0.0267 Ha
**F_max**: 0.0309 hartree/bohr

XYZ file:
```
16
Properties=species:S:1:pos:R:3:forces:R:3
H -2.036 1.540 -2.218 -0.01 -0.68 -0.08
H -1.069 -0.472 0.041 -0.11 0.11 -0.24
O 0.708 0.159 -0.287 1.13 -0.03 -0.33
H 2.818 -1.796 1.465 0.14 0.19 0.07
O -1.970 -0.481 -0.322 0.13 0.30 0.04
C -2.474 0.806 -0.243 0.60 -1.30 0.63
H 2.470 -0.880 -0.736 -0.26 -0.24 -0.30
H -2.810 1.050 0.762 -0.45 0.18 -0.22
H 1.216 0.793 -0.817 -0.63 -0.04 0.29
H 1.019 -1.849 -0.225 0.24 -0.19 -0.27
C 2.144 -0.939 1.360 -0.19 -0.65 0.03
H -3.132 2.519 -1.160 0.38 0.16 0.24
C 1.612 -0.951 -0.066 -0.15 0.70 0.83
H 1.344 -1.112 2.081 -0.06 0.20 -0.05
H 2.666 -0.020 1.621 0.02 -0.01 -0.13
C -2.508 1.634 -1.255 -0.76 1.30 -0.52
```
Forces are in eV/Å.